(1)
Here is a molecular structure, C54H89IN5OP3ScSi from the Open Molecules 2025 dataset. Energies are from wB97M-V/def2-TZVPD.

Geometry as XYZ:
```
155
Properties=species:S:1:pos:R:3:forces:R:3
Sc -0.13149 0.06437 -0.22572 0.2 0.6 0.1
C -0.24486 -1.14157 3.74574 0.0 0.0 0.0
Si 0.21785 0.09898 2.40338 0.0 0.1 0.1
C -0.68870 1.72740 2.85612 0.0 0.0 0.0
C -1.48214 1.84798 4.00065 0.0 0.0 0.0
C -2.11450 3.03907 4.32747 0.0 0.0 0.0
C -1.98199 4.14392 3.49798 -0.1 0.0 0.0
C -1.22015 4.04574 2.34405 0.0 0.0 0.0
C -0.56811 2.85422 2.02047 0.0 0.1 0.0
P 0.54993 2.68883 0.57911 -0.4 -0.1 0.0
C 2.01861 3.70284 1.04046 0.0 -0.1 0.1
C 1.81568 5.18022 1.38375 0.0 0.0 0.0
C 3.04823 5.68621 2.15372 0.0 0.0 0.0
C 4.34931 5.03569 1.65887 0.0 0.0 0.0
C 4.22123 4.66064 0.18746 0.0 0.0 0.0
C 3.16505 3.55987 0.02273 0.0 0.0 -0.1
C -0.34417 3.34894 -0.90308 0.0 0.1 0.0
C 0.22904 2.63870 -2.14815 0.1 -0.1 0.0
C -0.32287 3.28324 -3.41286 0.0 0.0 0.0
C 0.23811 4.70716 -3.56315 0.0 0.0 0.0
C 0.53665 5.34009 -2.19636 0.0 0.0 0.0
C -0.47903 4.86562 -1.16166 0.0 0.0 0.0
C 2.05351 0.57757 2.71016 0.0 0.0 0.1
C 2.36839 1.21381 3.91602 0.0 0.0 0.0
C 3.65640 1.63283 4.20948 0.0 0.0 0.0
C 4.67503 1.41677 3.28936 0.0 0.0 0.0
C 4.39212 0.78206 2.09098 0.0 0.0 0.0
C 3.09416 0.36387 1.79080 0.1 0.0 -0.1
P 2.69065 -0.47368 0.21218 -0.2 0.0 0.1
C 3.99492 0.01861 -1.00684 0.0 0.0 0.0
C 3.41031 -0.05611 -2.43330 -0.1 0.0 0.0
C 4.51344 -0.01132 -3.50251 0.0 0.0 0.0
C 5.69812 0.81437 -3.01254 0.0 0.0 0.0
C 6.35948 0.14149 -1.79748 0.0 0.0 0.0
C 5.35418 -0.69289 -0.98763 0.0 0.0 0.0
C 3.10473 -2.23663 0.59802 0.1 0.0 0.1
C 2.92404 -3.15900 -0.61259 0.0 0.0 0.0
C 3.18845 -4.64396 -0.26453 0.0 0.0 0.0
C 3.59798 -4.84100 1.19071 0.0 0.0 0.0
C 2.57094 -4.21515 2.12809 0.0 0.0 0.0
C 2.27874 -2.73648 1.78430 0.0 0.0 0.0
H 0.08556 -0.80456 4.73175 0.0 0.0 0.0
H -1.32381 -1.30649 3.78418 0.0 0.0 0.0
H 0.22637 -2.10499 3.54729 0.0 0.0 0.0
H -1.59769 0.99775 4.66226 0.0 0.0 0.0
H -2.70439 3.10919 5.23283 0.0 0.0 0.0
H -2.46654 5.07896 3.74874 0.0 0.0 0.0
H -1.14094 4.90904 1.69566 0.0 0.0 0.0
H 2.31575 3.19585 1.96914 0.1 0.0 0.0
H 1.68593 5.75403 0.46422 0.0 0.0 0.0
H 0.92774 5.34285 1.99308 0.0 0.0 0.0
H 3.10922 6.77138 2.04671 0.0 0.0 0.0
H 2.91486 5.48519 3.21900 0.0 0.0 0.0
H 5.19186 5.70803 1.82250 0.0 0.0 0.0
H 4.56167 4.12892 2.23386 0.0 0.0 0.0
H 3.94528 5.54661 -0.39201 0.0 0.0 0.0
H 5.17418 4.31385 -0.21682 0.0 0.0 0.0
H 2.78213 3.56602 -1.00186 0.1 0.0 0.0
H 3.62721 2.59040 0.19040 0.0 0.0 0.0
H -1.34462 2.93528 -0.74484 0.0 0.0 0.0
H 1.32180 2.69038 -2.15684 0.0 0.0 0.0
H -0.02163 1.56134 -2.15360 -0.1 0.2 0.0
H -0.09210 2.68189 -4.29358 0.0 0.0 0.0
H -1.41318 3.30699 -3.32662 0.0 0.0 0.0
H 1.14896 4.68490 -4.16459 0.0 0.0 0.0
H -0.47835 5.32457 -4.10882 0.0 0.0 0.0
H 1.54397 5.06391 -1.86985 0.0 0.0 0.0
H 0.53047 6.42824 -2.27086 0.0 0.0 0.0
H -0.40052 5.43639 -0.23844 0.0 0.0 0.0
H -1.48314 5.06269 -1.55292 0.0 0.0 0.0
H 1.58020 1.40626 4.63733 0.0 0.0 0.0
H 3.86608 2.12955 5.14816 0.0 0.0 0.0
H 5.68548 1.73883 3.50571 0.0 0.0 0.0
H 5.19542 0.62695 1.38256 0.0 0.0 0.0
H 4.19229 1.06864 -0.78271 0.0 0.0 0.0
H 2.81559 -0.96730 -2.54914 0.0 0.0 0.0
H 2.71657 0.77944 -2.57356 0.0 0.0 0.0
H 4.85272 -1.02476 -3.73398 0.0 0.0 0.0
H 4.11120 0.39390 -4.43232 0.0 0.0 0.0
H 6.42980 0.95598 -3.80837 0.0 0.0 0.0
H 5.34477 1.81552 -2.74408 0.0 0.0 0.0
H 7.17846 -0.50208 -2.12468 0.0 0.0 0.0
H 6.80395 0.90315 -1.15129 0.0 0.0 0.0
H 5.25334 -1.68416 -1.43252 0.0 0.0 0.0
H 5.73503 -0.85535 0.02052 0.0 0.0 0.0
H 4.16058 -2.22505 0.88964 0.0 0.0 0.0
H 1.90905 -3.02649 -0.98274 0.0 0.0 0.0
H 3.57972 -2.84925 -1.42604 0.0 0.0 0.0
H 2.28511 -5.23434 -0.45046 0.0 0.0 0.0
H 3.95446 -5.05204 -0.92562 0.0 0.0 0.0
H 3.70186 -5.90524 1.40779 0.0 0.0 0.0
H 4.58350 -4.39881 1.36338 0.0 0.0 0.0
H 1.64347 -4.79132 2.06619 0.0 0.0 0.0
H 2.91398 -4.29785 3.16042 0.0 0.0 0.0
H 1.21876 -2.61386 1.54082 0.0 0.0 0.0
H 2.47164 -2.10582 2.65335 0.0 0.0 0.0
N -2.16266 0.40646 -0.94177 0.5 -0.1 0.0
P -3.68635 0.90121 -1.02817 0.0 -0.1 0.1
N -4.14216 2.08242 0.01589 0.2 0.1 0.0
C -3.88925 3.51277 -0.20275 -0.1 -0.1 0.0
C -5.10421 4.32282 0.22455 0.0 0.0 0.0
C -5.44741 4.04224 1.68432 0.0 0.0 0.0
C -5.59719 2.54592 1.93469 0.0 0.0 0.0
C -4.38356 1.77385 1.43221 0.0 0.0 0.0
N -4.67319 -0.37718 -0.70096 -0.1 0.0 0.0
C -4.22893 -1.67945 -0.19807 0.0 0.0 0.0
C -4.83304 -1.97888 1.16965 0.1 0.0 0.0
C -6.34608 -1.67783 1.20831 0.0 0.0 0.0
C -6.87755 -1.37549 -0.18728 0.0 0.0 0.0
C -6.13493 -0.19580 -0.79847 0.0 0.0 -0.1
N -3.99941 1.55119 -2.51784 0.0 0.0 0.1
C -3.35049 0.92368 -3.68614 0.0 0.0 0.0
C -3.65620 1.72924 -4.93887 0.0 0.0 0.0
C -5.15462 1.70547 -5.26962 0.0 0.0 0.0
C -5.98564 1.55220 -3.99052 0.0 0.0 0.0
C -5.28598 2.21445 -2.81314 0.0 0.1 0.1
H -3.64228 3.68031 -1.24939 0.0 0.0 0.0
H -3.02423 3.81585 0.39700 0.0 0.0 0.0
H -5.95066 4.06112 -0.41802 0.0 0.0 0.0
H -4.90274 5.38579 0.07466 0.0 0.0 0.0
H -6.35841 4.56966 1.97125 0.0 0.0 0.0
H -4.64335 4.42847 2.31828 0.0 0.0 0.0
H -6.49022 2.17450 1.42214 0.0 0.0 0.0
H -5.73280 2.34589 2.99966 0.0 0.0 0.0
H -4.53990 0.70104 1.53699 0.0 0.0 0.0
H -3.49213 2.03854 2.01448 0.0 0.0 0.0
H -3.14547 -1.67308 -0.13387 0.0 0.0 0.0
H -4.49937 -2.45575 -0.92036 0.0 0.0 0.0
H -4.30501 -1.38818 1.92284 0.0 0.0 0.0
H -4.63721 -3.02422 1.41201 0.0 0.0 0.0
H -6.54584 -0.81889 1.85533 0.0 0.0 0.0
H -6.89173 -2.51720 1.63924 0.0 0.0 0.0
H -7.93988 -1.12884 -0.15543 0.0 0.0 0.0
H -6.78474 -2.25542 -0.82792 0.0 0.0 0.0
H -6.41878 0.71390 -0.25931 0.0 0.0 0.0
H -6.43395 -0.06307 -1.84227 0.0 -0.1 0.1
H -3.69541 -0.11014 -3.81794 0.0 0.0 0.0
H -2.27644 0.87740 -3.51176 0.0 0.0 0.0
H -3.06617 1.33787 -5.76801 0.0 0.0 0.0
H -3.32378 2.75803 -4.77916 0.0 0.0 0.0
H -5.38107 0.88746 -5.95498 0.0 0.0 0.0
H -5.42868 2.62770 -5.78477 0.0 0.0 0.0
H -6.13339 0.49279 -3.76412 0.0 0.0 0.0
H -6.97873 1.98594 -4.11495 0.0 0.0 0.0
H -5.91199 2.19258 -1.92233 0.0 0.0 0.0
H -5.10728 3.27181 -3.04402 0.0 0.0 0.0
N -1.50110 -1.98303 -2.73393 -0.1 0.0 0.1
C -0.74580 -2.42022 -1.80265 0.1 0.0 0.0
O 0.07145 -1.61231 -1.15663 -0.3 -0.6 -0.3
C -0.67946 -3.85798 -1.36105 0.0 -0.1 -0.1
I -1.23525 -4.09389 0.68672 -0.1 0.0 0.0
H -2.03909 -0.30883 -1.68094 -0.1 0.0 0.0
H -2.06831 -2.73173 -3.12123 0.0 0.0 0.0
H 0.33860 -4.23316 -1.42294 0.0 0.0 0.0
H -1.34812 -4.48956 -1.93633 0.0 0.0 0.0
```
Forces are in eV/Å.

DFT total energy: -131488.2170 eV
2S+1: 1
Gap between HOMO and LUMO: 8.0 eV
ΔE to the lowest compared entry with this formula, charge and spin: 13.5 kcal per mole
Total charge: +1
E_LUMO: -1.72 eV

(2)
Here is 16 unconnected molecules or ions with the total composition C54H94N2O18 in a non-equilibrium geometry from the Open Molecules 2025 dataset. Energies are from wB97M-V/def2-TZVPD.

Geometry as XYZ:
```
168
Properties=species:S:1:pos:R:3:forces:R:3
C -4.88933 -2.13514 1.52183 0.2 -0.1 0.0
C -5.20858 -3.28135 0.82306 0.6 1.3 0.8
C -5.10241 -4.50950 1.49878 -0.3 -0.5 -0.4
C -4.78807 -4.57948 2.86668 0.0 3.0 0.6
C -4.55360 -3.40389 3.59419 -0.6 -1.7 0.0
C -4.56780 -2.15086 2.93517 -0.2 -0.5 -1.5
N -4.81926 -5.83470 3.52988 1.5 -4.2 2.6
O -4.45953 -5.90686 4.71292 -0.6 1.6 -1.2
O -5.05888 -6.88440 2.92856 -0.4 1.8 -0.9
H -4.81333 -1.19556 0.99475 -0.2 0.1 0.0
H -5.46452 -3.16125 -0.21928 -0.1 -0.4 -0.1
H -5.28516 -5.44496 0.99092 -0.1 -0.1 -0.1
H -4.48893 -3.43171 4.67189 0.3 -0.2 0.1
H -4.36087 -1.22338 3.44836 0.0 0.1 0.2
C 1.70315 0.44958 -1.16660 0.3 -0.2 0.9
C 0.46021 0.66462 -1.73625 -0.4 0.1 -0.9
C -0.70916 0.47141 -1.04949 -0.2 -0.6 2.5
C -0.58968 0.08050 0.31009 0.2 0.5 0.8
C 0.63864 -0.07335 0.99808 0.2 -0.5 -2.9
C 1.79964 0.02506 0.15902 -1.7 0.6 1.7
N -1.84396 -0.02189 1.13240 0.6 0.0 0.2
O -2.88223 0.40604 0.67272 -0.3 -0.1 -0.4
O -1.78280 -0.51042 2.25962 0.2 -0.1 -0.5
H 2.62300 0.65748 -1.69295 0.1 -0.1 -0.3
H 0.31448 0.97994 -2.75886 0.5 0.0 -0.2
H -1.70116 0.65576 -1.43467 0.1 0.0 -0.3
H 0.78690 -0.38233 2.02226 -0.4 0.2 0.1
H 2.70639 -0.10851 0.73030 0.6 0.0 -0.6
C -2.77966 0.43998 -6.18397 -0.3 1.1 1.0
C -2.66405 1.02099 -4.74350 1.8 -0.2 -0.6
O -3.16817 0.49231 -3.80255 -1.2 -0.8 1.1
C -1.72109 2.20375 -4.53722 -0.2 0.5 -0.9
H -3.65454 -0.19504 -6.32338 0.0 0.1 0.3
H -1.88293 -0.14165 -6.39773 0.1 0.3 0.0
H -2.87908 1.31737 -6.82302 0.2 -0.3 -0.5
H -2.26033 3.07545 -4.90799 0.1 0.2 -0.6
H -0.81144 2.04559 -5.11653 -0.2 0.1 -0.3
H -1.41755 2.55891 -3.55242 -0.4 -0.9 0.5
C -1.90640 -5.68847 -0.12887 -0.4 -0.3 0.7
C -1.21039 -4.55105 0.59647 1.6 -0.4 3.4
O -0.94489 -4.63102 1.83817 -1.3 0.0 -3.9
C -0.89223 -3.30484 -0.14375 0.7 0.2 -0.9
H -1.90257 -5.83149 -1.20943 0.6 0.7 0.0
H -2.94382 -5.45586 0.11144 -0.5 -0.3 0.0
H -1.66582 -6.65115 0.32220 0.0 0.2 0.2
H -1.67672 -2.56022 -0.00876 -0.1 0.0 -0.1
H -0.72703 -3.53371 -1.19657 -0.5 0.1 -0.2
H 0.06924 -2.86976 0.12895 -0.2 -0.1 0.6
C 0.18005 0.86071 4.59349 1.0 0.5 0.2
C 1.68515 0.68388 4.85789 -1.6 0.1 0.6
O 2.35047 0.23649 3.96621 1.1 -0.4 -0.5
C 2.22967 1.07046 6.22663 0.6 0.9 -1.2
H 0.06468 1.15951 3.55161 -0.1 -0.1 0.0
H -0.20693 1.64518 5.24384 -0.4 -0.3 0.0
H -0.28197 -0.11480 4.74516 -0.3 0.1 0.1
H 1.71840 1.96209 6.58953 -0.5 -0.5 0.5
H 3.21414 1.48915 6.01780 0.4 -0.5 0.2
H 2.29907 0.22716 6.91375 -0.2 0.2 0.0
C 3.26466 -2.52600 -1.84659 -0.9 -1.3 -0.4
C 3.04280 -3.99470 -1.52597 -1.0 -1.4 2.8
O 2.01081 -4.36510 -0.92260 2.0 0.9 -1.8
C 4.21418 -5.01813 -1.65856 -1.6 1.1 -0.4
H 4.09378 -2.15090 -1.24662 0.0 0.2 -0.1
H 2.31440 -2.04137 -1.62244 0.3 0.2 0.0
H 3.45541 -2.45998 -2.91773 0.3 0.3 0.0
H 4.33284 -5.51802 -0.69724 0.4 0.4 0.1
H 5.07202 -4.47582 -2.05618 0.3 -0.6 0.1
H 3.84753 -5.81295 -2.30811 0.3 0.1 -0.4
C -7.63658 2.14246 4.41215 1.3 0.6 0.4
C -6.40480 1.36462 3.92926 0.2 -1.6 0.7
O -5.61335 0.80655 4.69552 -1.1 1.0 -1.1
C -6.31767 1.10482 2.42044 -0.2 -0.3 0.8
H -7.81546 2.95630 3.70946 -0.6 -0.3 -0.1
H -7.43624 2.62591 5.36831 0.3 -0.1 0.1
H -8.49273 1.50578 4.63517 0.0 -0.1 -0.7
H -6.43805 2.01572 1.83404 0.3 -0.2 -0.1
H -7.14828 0.44270 2.17593 -0.4 0.2 0.0
H -5.44346 0.49435 2.19419 0.3 0.7 -0.1
C 3.70863 3.12615 2.77247 -0.1 -0.1 0.8
C 4.61974 3.25022 1.56139 -1.8 -0.2 -0.4
O 5.71925 3.68801 1.67471 1.5 0.3 0.1
C 3.99885 2.89053 0.21850 -0.1 0.4 -0.5
H 2.63808 3.20769 2.58436 0.0 0.0 -0.4
H 3.97051 3.84590 3.54802 0.2 0.3 -0.3
H 3.84621 2.17812 3.29247 0.1 -0.4 -0.4
H 4.10595 1.84752 -0.07945 -0.1 -0.1 0.5
H 4.41720 3.42503 -0.63437 0.6 0.2 0.3
H 2.95354 3.19934 0.20976 -0.1 -0.5 0.2
C -0.92529 5.88528 -0.21691 -0.4 1.1 0.3
C -0.69609 4.44619 -0.34759 0.9 -0.1 -0.3
O -1.25545 3.86164 -1.24003 -0.4 -1.1 -0.5
C 0.30594 3.77801 0.54750 -0.1 -0.3 0.3
H -1.25469 6.09665 0.80040 -0.2 0.2 0.1
H -1.67482 6.13656 -0.96735 0.0 0.3 0.3
H -0.03220 6.48947 -0.37644 0.2 -0.2 0.0
H -0.09534 3.63969 1.55146 -0.1 0.1 0.0
H 1.18566 4.40659 0.68564 0.1 -0.1 -0.2
H 0.53890 2.79178 0.14603 0.2 0.1 0.0
C 1.87766 3.47633 -3.77260 0.4 -0.5 1.3
C 2.82529 4.25629 -4.62764 0.7 0.5 -1.6
O 3.88764 3.82387 -5.05152 -1.2 0.1 0.6
C 2.41158 5.70219 -4.92712 0.0 0.1 0.7
H 2.45014 2.77112 -3.17007 0.2 -0.1 -0.1
H 1.11705 2.87532 -4.27097 0.0 0.4 -0.4
H 1.41297 4.14340 -3.04652 -0.3 0.0 -0.2
H 1.64811 5.99812 -4.20765 0.1 0.2 0.0
H 1.99630 5.93846 -5.90682 0.1 -0.6 -0.2
H 3.28874 6.33781 -4.80595 0.0 0.0 0.0
C -4.62668 4.23017 3.79931 -0.1 0.3 -0.6
C -3.14533 4.22337 3.35923 -0.3 -0.4 -0.1
O -2.38630 5.14965 3.51834 -0.5 0.1 0.2
C -2.63290 2.98950 2.63212 0.1 0.0 0.2
H -5.07683 5.22252 3.77284 0.5 0.3 0.4
H -4.79612 3.76281 4.76934 0.3 0.1 0.1
H -5.26992 3.69742 3.09893 0.4 -0.4 -0.2
H -2.91091 3.07459 1.58161 -0.1 0.0 -0.1
H -3.00019 2.03099 2.99881 -0.3 0.1 0.1
H -1.54503 2.98861 2.70013 -0.1 0.0 0.0
C -5.29424 -2.24487 -4.27844 -0.5 -0.1 0.8
C -5.10369 -1.88459 -2.79575 0.5 0.5 0.1
O -6.03923 -1.50219 -2.11305 0.5 -0.5 -0.3
C -3.71568 -2.02632 -2.16897 0.4 -0.1 -0.1
H -4.81195 -3.18158 -4.55785 0.2 0.0 0.2
H -4.93928 -1.46879 -4.95652 0.1 0.1 0.3
H -6.37125 -2.36280 -4.39779 0.0 0.1 -0.2
H -2.91477 -1.48410 -2.67159 -0.3 0.0 -0.6
H -3.40754 -3.07186 -2.16968 -0.1 -0.2 -0.1
H -3.61912 -1.64938 -1.15079 -0.7 0.0 0.1
C 1.29650 -0.47891 -7.19117 -0.2 -0.1 0.5
C 1.36539 -0.14226 -5.69329 1.3 1.0 -1.4
O 0.41786 -0.16059 -4.96265 -0.9 -0.3 0.5
C 2.72847 0.40168 -5.20135 -1.3 0.1 0.3
H 1.46269 0.37886 -7.84287 0.7 0.2 0.4
H 0.32609 -0.81477 -7.55669 0.0 -0.5 0.6
H 2.08273 -1.22125 -7.32857 -0.1 0.0 -0.5
H 3.49667 -0.35222 -5.02929 -0.1 0.0 -0.3
H 2.50451 0.88388 -4.24982 0.3 -0.2 0.1
H 3.05460 1.20126 -5.86649 0.3 -0.2 -0.2
C 1.22804 -2.90220 3.81771 0.6 0.2 -0.9
C 0.61579 -3.01130 5.17671 0.6 1.0 0.9
O 1.19827 -2.64491 6.18633 0.0 -0.2 -0.8
C -0.77465 -3.50041 5.26956 -0.6 -0.5 -0.2
H 1.96951 -2.10325 3.81679 0.0 -0.1 0.1
H 0.51840 -2.72056 3.01055 -0.4 0.2 0.3
H 1.71927 -3.80433 3.45306 0.1 -0.3 0.5
H -1.31633 -3.07014 6.11190 0.2 0.1 0.0
H -0.67391 -4.57050 5.45084 -0.3 -0.2 -0.1
H -1.27953 -3.33578 4.31767 -0.2 -0.2 0.1
C 6.30136 0.55425 -4.30916 -0.2 0.4 0.0
C 5.99867 0.88227 -2.86878 -1.9 -0.4 0.7
O 4.90859 1.29936 -2.43486 1.9 -0.7 -1.5
C 7.04111 0.49908 -1.86641 0.0 1.2 0.7
H 6.62404 -0.48379 -4.38942 -0.2 -0.2 0.2
H 7.19296 1.08978 -4.63527 -0.1 0.4 0.0
H 5.45595 0.75882 -4.96607 0.2 0.1 0.1
H 6.82765 -0.48132 -1.44055 0.1 -0.1 -0.2
H 6.85423 1.21713 -1.06793 0.2 -0.2 0.4
H 8.07687 0.62751 -2.18073 -0.1 -0.4 -0.2
C 7.11141 -1.48598 1.89135 -0.7 0.5 0.1
C 5.61071 -1.38225 1.54660 -1.0 2.3 -1.6
O 5.09605 -0.42699 0.89755 1.8 -2.8 1.7
C 4.73298 -2.44100 2.17868 0.6 0.3 0.1
H 7.23138 -2.18161 2.72189 0.1 0.0 -0.1
H 7.48193 -0.51110 2.20826 -0.1 0.1 -0.1
H 7.74823 -1.81174 1.06889 -0.3 -0.1 -0.2
H 5.38986 -3.14138 2.69451 -0.5 -0.2 0.0
H 4.05583 -2.95921 1.49969 0.0 0.2 -0.1
H 4.15803 -1.86786 2.90603 -0.3 -0.2 0.2
```
Forces are in eV/Å.

DFT total energy: -97340.9385 eV
2S+1: 2
Gap between HOMO and LUMO (spin up / spin down): 5.9 / 2.4 eV
Total charge: +1
E_LUMO (spin up / spin down): -4.76 / -8.30 eV